1.
The following is a DFT calculation (ωB97M-V with the def2-TZVPD basis set) of a structure of composition C13H20N4O6RuS.

Last column: natural (NBO) charge in e.
Atoms and positions in Å:
1 Ru 0.006 -0.380 -0.282  1.041
2 O -3.922 0.933 0.876  -0.627
3 C -2.635 0.698 0.719  0.820
4 O -2.204 -0.113 -0.084  -0.582
5 C -1.786 1.513 1.672  -0.189
6 O -0.420 1.501 1.326  -0.518
7 C -0.040 2.641 0.526  -0.182
8 C -0.599 2.474 -0.879  0.725
9 O -1.280 3.342 -1.382  -0.601
10 O -0.286 1.341 -1.442  -0.763
11 H -4.430 0.389 0.254  0.513
12 H -2.184 2.528 1.716  0.239
13 H -1.897 1.065 2.662  0.239
14 H -0.397 3.564 0.980  0.207
15 H 1.049 2.624 0.506  0.213
16 N 2.588 -1.476 3.082  -0.774
17 C 1.769 -1.330 2.038  0.706
18 O 1.740 -0.285 1.375  -0.661
19 C 0.847 -2.440 1.646  -0.520
20 C -0.442 -1.772 1.187  -0.519
21 H 3.202 -0.722 3.341  0.416
22 H 2.589 -2.314 3.636  0.411
23 H 0.716 -3.170 2.451  0.219
24 H 1.312 -2.963 0.806  0.243
25 H -0.874 -1.179 1.995  0.178
26 H -1.152 -2.494 0.794  0.205
27 S 3.094 0.118 -3.488  0.541
28 C 3.648 0.853 -2.051  -0.434
29 C 2.805 0.580 -1.033  -0.035
30 N 1.732 -0.218 -1.387  -0.385
31 C 1.769 -0.515 -2.664  -0.124
32 H 4.547 1.447 -2.029  0.265
33 H 2.905 0.904 -0.013  0.254
34 H 1.010 -1.100 -3.154  0.245
35 C -1.385 -4.672 -3.413  -0.395
36 N -1.762 -3.284 -3.142  -0.450
37 C -3.038 -2.785 -3.662  -0.396
38 C -1.101 -2.575 -2.264  0.591
39 N -0.490 -1.954 -1.505  -0.427
40 H -1.424 -4.844 -4.487  0.220
41 H -2.067 -5.362 -2.914  0.210
42 H -0.372 -4.851 -3.062  0.224
43 H -3.073 -2.958 -4.736  0.220
44 H -3.114 -1.717 -3.474  0.231
45 H -3.873 -3.300 -3.186  0.207

Energy   -45461.6398 eV
Net charge   +1
<S²>   0.76
Multiplicity   2
Energy above the lowest of the compared OMol25 structures with the same formula, charge and spin   24.0 kcal per mole

---

2.
The following is a DFT calculation (ωB97M-V with the def2-TZVPD basis set) of a structure of composition C19H18N5O7STeTl.

Last column: Löwdin charge in e.
Atoms and positions in Å:
1 Tl -0.629 -0.514 0.989  0.984
2 O -2.722 -5.854 -1.513  0.098
3 C -2.202 -4.789 -0.881  -0.266
4 C -2.676 -4.360 0.362  0.082
5 C -2.109 -3.238 0.924  -0.155
6 N -1.145 -2.589 0.294  0.054
7 C -0.635 -2.999 -0.861  -0.138
8 C -1.145 -4.110 -1.492  0.097
9 C 0.548 -2.163 -1.378  -0.595
10 O 1.058 -2.491 -2.437  0.066
11 O 0.895 -1.199 -0.611  -0.097
12 C -2.525 -2.679 2.293  -0.619
13 O -3.413 -3.267 2.890  0.060
14 O -1.882 -1.640 2.673  -0.158
15 H -3.453 -6.219 -1.005  0.119
16 H -3.466 -4.876 0.893  0.133
17 H -0.735 -4.443 -2.435  0.139
18 N 4.463 1.879 -4.183  0.107
19 C 3.279 1.892 -3.482  -0.310
20 C 2.916 3.018 -2.730  -0.029
21 C 1.724 3.044 -2.038  -0.072
22 C 0.874 1.946 -2.112  -0.290
23 C 1.206 0.829 -2.869  -0.047
24 C 2.400 0.805 -3.554  -0.005
25 S -0.534 1.867 -1.072  0.570
26 O -1.318 3.071 -1.085  -0.309
27 O -1.277 0.643 -1.343  -0.416
28 N 0.008 1.629 0.457  -0.183
29 C 1.163 1.668 1.131  -0.467
30 N 2.074 2.639 1.029  0.154
31 C 3.125 2.570 1.833  -0.106
32 C 3.307 1.568 2.775  -0.045
33 C 2.329 0.591 2.821  -0.096
34 N 1.281 0.626 2.012  0.064
35 H 5.178 2.524 -3.900  0.091
36 H 4.790 0.991 -4.520  0.094
37 H 3.587 3.868 -2.688  0.110
38 H 1.437 3.906 -1.454  0.114
39 H 0.532 -0.014 -2.902  0.101
40 H 2.669 -0.072 -4.129  0.119
41 H 3.852 3.367 1.715  0.115
42 H 4.164 1.544 3.429  0.102
43 H 2.381 -0.246 3.507  0.126
44 C -2.127 2.281 2.866  -0.374
45 Te -3.023 1.170 1.264  1.415
46 C -4.398 0.232 2.631  -0.382
47 H -1.543 1.605 3.485  0.011
48 H -2.924 2.736 3.447  0.010
49 H -1.494 3.043 2.421  0.004
50 H -5.008 0.995 3.108  0.006
51 H -3.825 -0.334 3.360  0.003
52 H -5.029 -0.450 2.066  0.009

Energy   -64599.6763 eV
Net charge   0
Energy above the lowest of the compared OMol25 structures with the same formula, charge and spin   7.3 kcal per mole

---

3.
The following is a DFT calculation (ωB97M-V with the def2-TZVPD basis set) of a structure of composition C3H8NdO3.

Last column: Löwdin spin population.
Atoms and positions in Å:
1 H 1.177 2.551 -0.036  0.000
2 O 3.821 1.465 0.072  0.959
3 O 0.685 1.675 -0.298  -0.009
4 C -0.533 1.423 0.403  0.000
5 C -1.048 0.075 -0.041  0.000
6 O 0.054 -0.836 -0.008  -0.007
7 C -0.316 -2.208 -0.151  0.000
8 Nd 2.226 0.027 -0.632  3.058
9 H -1.266 2.207 0.177  0.000
10 H -0.319 1.429 1.483  0.000
11 H -1.450 0.113 -1.065  0.000
12 H -1.833 -0.267 0.647  0.000
13 H 0.604 -2.801 -0.132  0.000
14 H -0.964 -2.498 0.686  0.000
15 H -0.838 -2.355 -1.106  0.000

Energy   -24639.7565 eV
Net charge   +2
<S²>   6.01
Multiplicity   5
Energy above the lowest of the compared OMol25 structures with the same formula, charge and spin   7.2 kcal per mole

---

4.
The following is a DFT calculation (ωB97M-V with the def2-TZVPD basis set) of a structure of composition C34H30Cl2N9O6STi.

Last column: Löwdin spin population.
Atoms and positions in Å:
1 Ti 0.171 0.206 0.221  0.724
2 O 1.485 -2.503 3.330  0.001
3 C 2.745 -2.048 3.415  0.002
4 C 3.510 -2.517 4.485  0.000
5 C 4.813 -2.100 4.650  0.003
6 C 5.392 -1.201 3.754  0.000
7 C 4.638 -0.726 2.703  0.002
8 C 3.313 -1.132 2.514  0.000
9 C 2.528 -0.561 1.412  0.007
10 O 1.379 -1.087 1.115  -0.004
11 N 3.011 0.466 0.734  -0.024
12 N 2.087 0.793 -0.208  0.000
13 C 2.378 1.551 -1.210  0.113
14 C 1.308 1.666 -2.173  0.028
15 C 1.364 2.479 -3.303  0.017
16 C 0.287 2.506 -4.163  0.021
17 C -0.829 1.725 -3.876  0.021
18 C -0.821 0.947 -2.737  0.018
19 N 0.227 0.895 -1.904  0.026
20 H 1.098 -2.218 2.477  0.000
21 H 3.050 -3.220 5.167  0.000
22 H 5.391 -2.481 5.483  0.000
23 H 6.416 -0.880 3.882  0.000
24 H 5.055 -0.018 1.999  0.000
25 H 3.342 2.034 -1.317  0.006
26 H 2.246 3.079 -3.483  0.000
27 H 0.309 3.130 -5.047  0.001
28 H -1.694 1.718 -4.523  0.001
29 H -1.666 0.323 -2.469  0.000
30 N 0.253 -2.164 -1.437  0.007
31 N -0.303 -3.443 -1.560  0.002
32 C -0.990 -4.020 -0.533  0.000
33 N -1.755 -5.064 -0.926  0.000
34 S -0.915 -3.574 1.063  0.000
35 H -0.273 -1.538 -2.037  0.001
36 H 1.227 -2.189 -1.712  0.001
37 H -0.604 -3.693 -2.490  0.000
38 H -1.950 -5.262 -1.892  0.000
39 H -2.297 -5.521 -0.216  0.000
40 O -0.479 2.155 0.289  0.001
41 N -0.771 2.673 1.421  -0.001
42 N -0.430 1.928 2.381  0.006
43 O 0.167 0.777 2.149  0.011
44 C -0.629 2.318 3.745  0.000
45 C -1.172 3.560 4.043  0.001
46 C -1.382 3.886 5.371  0.000
47 C -1.058 2.986 6.379  0.001
48 C -0.514 1.752 6.057  0.000
49 C -0.294 1.406 4.731  0.001
50 H -1.429 4.245 3.249  0.000
51 H -1.805 4.850 5.620  0.000
52 H -1.228 3.249 7.415  0.000
53 H -0.258 1.048 6.837  0.000
54 H 0.126 0.448 4.457  0.000
55 Cl -6.426 -1.580 2.585  0.000
56 C -5.270 -2.811 3.007  0.000
57 C -5.689 -4.129 2.920  0.000
58 C -4.861 -5.160 3.324  0.000
59 C -3.608 -4.857 3.834  0.000
60 C -3.191 -3.545 3.895  0.000
61 Cl -1.615 -3.201 4.539  0.000
62 C -3.987 -2.469 3.454  0.000
63 N -3.487 -1.190 3.527  0.000
64 C -3.855 -0.042 2.781  0.000
65 C -4.019 1.150 3.485  0.000
66 C -4.335 2.325 2.828  0.000
67 C -4.513 2.312 1.451  0.000
68 C -4.348 1.126 0.759  0.000
69 C -3.999 -0.062 1.398  0.000
70 C -3.761 -1.280 0.544  0.000
71 C -2.589 -1.089 -0.402  0.002
72 O -2.588 -1.532 -1.541  0.003
73 O -1.630 -0.368 0.097  0.001
74 H -6.686 -4.327 2.550  0.000
75 H -5.194 -6.187 3.259  0.000
76 H -2.936 -5.632 4.174  0.000
77 H -2.623 -1.110 4.038  0.000
78 H -3.906 1.133 4.562  0.000
79 H -4.457 3.241 3.392  0.000
80 H -4.772 3.220 0.921  0.000
81 H -4.468 1.116 -0.320  0.000
82 H -4.644 -1.513 -0.052  0.000
83 H -3.519 -2.170 1.130  0.000

Energy   -120438.3913 eV
Net charge   0
<S²>   0.77
Multiplicity   2
Energy above the lowest of the compared OMol25 structures with the same formula, charge and spin   25.4 kcal per mole

---

5.
The following is a DFT calculation (ωB97M-V with the def2-TZVPD basis set) of a cluster of 2 separate species, C3H6N2OS in total.

Last column: natural (NBO) charge in e.
Atoms and positions in Å:
1 C 2.040 0.057 1.148  0.348
2 C -1.880 0.665 0.475  -0.723
3 C -0.173 -1.384 -0.753  -0.702
4 N 2.626 -0.866 1.559  -0.349
5 N 1.485 1.187 0.844  -0.647
6 O -0.988 0.822 -2.022  -0.914
7 S -0.646 0.472 -0.610  1.406
8 H -2.828 1.154 0.148  0.250
9 H -1.406 0.936 1.392  0.231
10 H 0.856 -1.483 -0.544  0.244
11 H -0.900 -1.884 -0.274  0.226
12 H -0.305 -1.515 -1.795  0.247
13 H 2.119 1.839 0.431  0.383

Energy   -19065.4035 eV
Net charge   0
Energy above the lowest of the compared OMol25 structures with the same formula, charge and spin   156.0 kcal per mole

---

6.
The following is a DFT calculation (ωB97M-V with the def2-TZVPD basis set) of a cluster of 2 separate species, CH2FNO3S in total.

Last column: natural (NBO) charge in e.
Atoms and positions in Å:
1 C 2.272 0.314 -0.182  0.861
2 N 3.259 -0.341 -0.092  -0.752
3 O 1.202 0.742 -0.336  -0.527
4 O -2.625 -0.474 -0.802  -0.943
5 O -2.197 0.917 1.114  -0.934
6 F -0.934 -1.001 0.775  -0.510
7 S -1.533 0.269 0.034  1.864
8 H 4.127 0.082 0.190  0.413
9 H -3.571 -0.509 -0.700  0.528

Energy   -22254.0619 eV
Net charge   0
Energy above the lowest of the compared OMol25 structures with the same formula, charge and spin   6.5 kcal per mole

---

In hartree/bohr, the maximum force values for the records above are, in order, 0.01644 0.02072 0.06317 0.02252 0.07120 0.04751.